No. 1
{"formula": "C24H33N3O4", "method": "ωB97M-V/def2-TZVPD", "homo_energy_ha": -0.312, "largest_force_ev_per_a": 1.77, "gap_ev": 9.1, "lumo_energy_ev": 0.600, "relative_energy_kj_mol": 89.4, "symbols": ["C", "N", "C", "O", "C", "C", "C", "C", "C", "C", "C", "C", "N", "C", "C", "O", "H", "H", "H", "H", "H", "H", "H", "H", "H", "H", "H", "H", "H", "H", "H", "H", "C", "C", "O", "N", "C", "C", "C", "C", "C", "C", "C", "C", "C", "C", "O", "H", "H", "H", "H", "H", "H", "H", "H", "H", "H", "H", "H", "H", "H", "H", "H", "H"], "positions_angstrom": [[-0.94345, -0.57398, 5.47655], [-2.24568, -1.21633, 5.65407], [-3.23381, -1.31119, 4.75810], [-4.27237, -1.88780, 5.06519], [-3.09907, -0.65533, 3.37024], [-4.02241, 0.56561, 3.25923], [-3.82987, 1.38097, 1.99436], [-4.53870, 1.04871, 0.82456], [-4.35485, 1.79793, -0.35079], [-3.47448, 2.89331, -0.35569], [-2.77063, 3.23424, 0.81290], [-2.94426, 2.47615, 1.98500], [-3.40820, -1.61855, 2.30961], [-2.49257, -2.39317, 1.73183], [-3.00383, -3.44525, 0.77699], [-1.29077, -2.28620, 1.94157], [-1.07221, 0.48578, 5.25114], [-0.39821, -1.05280, 4.65986], [-0.35508, -0.66912, 6.39023], [-2.42652, -1.67895, 6.53189], [-2.07617, -0.30831, 3.23354], [-5.06091, 0.23415, 3.31328], [-3.84520, 1.21235, 4.11942], [-5.22825, 0.21754, 0.82761], [-4.89585, 1.53636, -1.24936], [-3.33984, 3.47311, -1.25856], [-2.09454, 4.07819, 0.80955], [-2.40031, 2.74244, 2.87981], [-4.37857, -1.79786, 2.11406], [-3.54046, -2.96392, -0.03805], [-3.66599, -4.12224, 1.31349], [-2.15729, -4.00496, 0.38149], [3.34439, 1.31358, -5.39135], [4.01600, 1.45302, -4.03030], [5.00769, 2.16866, -3.97663], [3.56597, 0.77779, -2.89128], [4.27274, 0.92893, -1.61569], [5.49178, 0.00335, -1.57597], [5.14493, -1.49297, -1.52291], [4.18538, -1.97346, -2.62704], [2.73924, -1.51867, -2.36754], [2.39712, -0.11615, -2.92091], [1.24876, 0.55109, -2.18556], [0.40614, -0.00857, -1.25681], [-0.47579, 1.03796, -0.82271], [-0.11813, 2.15463, -1.52259], [0.92294, 1.87506, -2.37095], [3.42039, 0.28191, -5.74389], [3.83136, 1.96763, -6.12018], [2.29170, 1.59875, -5.32016], [4.59479, 1.96795, -1.48559], [3.61175, 0.70308, -0.77243], [6.11770, 0.19369, -2.45350], [6.08911, 0.25113, -0.69320], [4.72049, -1.73053, -0.54206], [6.07951, -2.05592, -1.61245], [4.53078, -1.64189, -3.61181], [4.20091, -3.06806, -2.62966], [2.05611, -2.23798, -2.83070], [2.56452, -1.55799, -1.28826], [2.05725, -0.27103, -3.94648], [0.40433, -1.03265, -0.89515], [-1.26759, 0.95997, -0.08298], [-0.59189, 3.12681, -1.42635]]}

No. 2
{"formula": "C4H6CuFO4", "method": "ωB97M-V/def2-TZVPD", "homo_energy_ha": -0.349, "largest_force_ev_per_a": 4.81, "gap_ev": 8.3, "lumo_energy_ev": -1.142, "relative_energy_kj_mol": 328.2, "symbols": ["C", "O", "H", "H", "H", "C", "O", "C", "C", "O", "O", "F", "H", "H", "H", "Cu"], "positions_angstrom": [[-2.42854, -0.04491, -0.33724], [-1.15333, -0.23954, -0.91037], [-2.75816, 0.99733, -0.45216], [-3.12098, -0.69892, -0.87811], [-2.42479, -0.32935, 0.72678], [-0.11944, 0.82997, -0.25825], [0.84691, 0.16928, -1.12888], [1.44736, -0.75242, -0.33419], [0.78678, -0.87642, 1.02018], [-0.00610, 0.29149, 1.05184], [0.17293, 2.06844, -0.28317], [2.76951, 0.38989, -0.01385], [1.97004, -1.55920, -0.84815], [0.18392, -1.79491, 1.07789], [1.48235, -0.92155, 1.86484], [2.35154, 2.47081, -0.29715]]}

No. 3
{"formula": "C16H44CrN4O4", "method": "ωB97M-V/def2-TZVPD", "homo_energy_ha": [-0.443, -0.593], "largest_force_ev_per_a": 3.76, "multiplicity": 5, "gap_ev": [7.4, 11.5], "lumo_energy_ev": [-4.627, -4.635], "relative_energy_kj_mol": 51.4, "charge": 2, "s_squared": 6.009, "symbols": ["Cr", "C", "C", "C", "O", "C", "N", "H", "H", "H", "H", "H", "H", "H", "H", "H", "H", "H", "C", "C", "C", "O", "C", "N", "H", "H", "H", "H", "H", "H", "H", "H", "H", "H", "H", "C", "C", "C", "O", "C", "N", "H", "H", "H", "H", "H", "H", "H", "H", "H", "H", "H", "C", "C", "C", "O", "C", "N", "H", "H", "H", "H", "H", "H", "H", "H", "H", "H", "H"], "positions_angstrom": [[-0.32490, 0.40216, 0.61638], [-1.56090, 4.32316, 1.80638], [-1.35290, 2.84016, 1.73238], [-2.61490, 2.00616, 1.61738], [-2.11290, 0.70616, 1.61838], [-2.99390, -0.27184, 2.06238], [-0.57090, 2.50916, 0.58938], [-2.01890, 4.61916, 0.86938], [-0.64990, 4.89416, 1.99538], [-2.19290, 4.57316, 2.68038], [-0.77090, 2.62716, 2.65438], [-3.30390, 2.24516, 0.80138], [-3.12490, 2.18516, 2.56838], [-2.68590, -1.28084, 1.99338], [-3.90190, -0.35284, 1.51338], [-3.34590, -0.12184, 3.04138], [0.14510, 3.22316, 0.42038], [-1.21290, 2.89216, -0.10362], [1.69010, -2.90584, 1.80038], [1.02410, -2.54984, 0.47238], [0.56910, -3.75784, -0.33462], [-0.04690, -3.13484, -1.51062], [-0.47290, -4.11884, -2.43562], [-0.15490, -1.69684, 0.51338], [2.48810, -3.64484, 1.65038], [0.98210, -3.39184, 2.42138], [2.03310, -2.13384, 2.45038], [1.81310, -2.11484, -0.16162], [-0.16090, -4.35384, 0.21138], [1.48110, -4.32684, -0.62562], [0.42210, -4.54884, -2.92362], [-1.04990, -3.67784, -3.23862], [-1.16090, -4.82784, -1.92362], [-0.72590, -2.24084, 1.16138], [-0.43990, -2.07684, -0.39662], [-1.40390, 2.47016, -2.21962], [-1.59690, 1.01616, -2.49962], [-0.76490, 0.32616, -3.60362], [-0.03590, -0.68884, -2.91762], [0.86810, -1.27884, -3.77162], [-1.36290, 0.24016, -1.26662], [-1.64290, 2.84416, -3.18362], [-0.42890, 2.71416, -1.95062], [-2.09990, 2.95716, -1.52462], [-2.62490, 0.75516, -2.77062], [-0.17990, 1.10116, -4.07662], [-1.42290, -0.07284, -4.38562], [0.37010, -1.58584, -4.70862], [1.27910, -2.22484, -3.33362], [1.57910, -0.57784, -3.98362], [-0.72890, -0.31584, -1.88662], [-2.09190, -0.42484, -1.15362], [3.15610, 0.63916, 3.33238], [2.09710, 1.01816, 2.31038], [2.68010, 0.56316, 0.97338], [1.56710, 0.80416, 0.04338], [2.00010, 0.68016, -1.25862], [0.80410, 0.29716, 2.39738], [4.00610, 1.24516, 3.24238], [3.40410, -0.43684, 3.24838], [2.68210, 0.71716, 4.30038], [1.85910, 2.03816, 2.44838], [3.02510, -0.49084, 0.87738], [3.56510, 1.17516, 0.66338], [1.39210, 1.31616, -1.83362], [1.90210, -0.31584, -1.71162], [3.06810, 0.95316, -1.35362], [0.93510, -0.67584, 2.66438], [0.44810, 0.70116, 3.28538]]}

No. 4
{"formula": "C20H22N2ORhTe", "method": "ωB97M-V/def2-TZVPD", "homo_energy_ha": -0.386, "largest_force_ev_per_a": 0.09, "gap_ev": 7.4, "lumo_energy_ev": -3.109, "relative_energy_kj_mol": 0.0, "charge": 1, "symbols": ["Rh", "N", "C", "C", "C", "C", "C", "C", "C", "C", "N", "C", "H", "H", "H", "H", "H", "H", "H", "H", "C", "O", "C", "C", "H", "H", "H", "H", "H", "H", "C", "Te", "C", "C", "C", "C", "C", "C", "C", "H", "H", "H", "H", "H", "H", "H", "H"], "positions_angstrom": [[-1.39039, 0.69439, -0.80484], [-1.31174, 0.37987, -2.91902], [-0.07753, -0.26538, -3.32621], [0.24025, -0.47750, -4.63594], [1.44430, -1.12431, -4.98341], [2.29737, -1.55391, -4.00934], [1.99096, -1.34299, -2.64461], [2.84039, -1.76149, -1.59476], [2.47965, -1.50682, -0.30650], [1.27448, -0.82417, -0.05717], [0.45139, -0.41846, -0.99718], [0.79549, -0.68235, -2.29899], [-1.46941, 1.21053, -3.48030], [-2.09492, -0.24761, -3.08915], [-0.43879, -0.15146, -5.41483], [1.68013, -1.28114, -6.02660], [3.22081, -2.05714, -4.26533], [3.76442, -2.27470, -1.82952], [3.09481, -1.80634, 0.53009], [0.99522, -0.60917, 0.96329], [-2.17176, 3.78534, -0.38769], [-3.27223, 2.90717, -0.69284], [-3.05071, 1.63330, -0.87735], [-4.34585, 0.95800, -1.21328], [-2.07005, 3.85693, 0.69428], [-2.44066, 4.75636, -0.79255], [-1.25572, 3.40315, -0.83338], [-5.19845, 1.63278, -1.14824], [-4.48600, 0.10091, -0.55362], [-4.28517, 0.55392, -2.22737], [0.36936, 1.45630, 2.49336], [-1.55422, 0.87677, 1.75354], [-1.08911, -1.06691, 2.51414], [0.18491, -0.91829, 3.31025], [0.68268, -1.99539, 4.04273], [1.86131, -1.87445, 4.75615], [2.55727, -0.67048, 4.74663], [2.06920, 0.40249, 4.02325], [0.88231, 0.28772, 3.30028], [0.25167, 2.34857, 3.10550], [1.01852, 1.69723, 1.65212], [-0.98116, -1.75897, 1.67980], [-1.91816, -1.40097, 3.13496], [0.13651, -2.93088, 4.05422], [2.23568, -2.71421, 5.32602], [3.47551, -0.56891, 5.30933], [2.60742, 1.34267, 4.02010]]}

No. 5
{"formula": "C5H10O", "method": "ωB97M-V/def2-TZVPD", "homo_energy_ha": [-0.591, -0.610], "largest_force_ev_per_a": 4.70, "multiplicity": 2, "gap_ev": [9.9, 8.5], "lumo_energy_ev": [-6.219, -8.114], "relative_energy_kj_mol": 258.3, "charge": 1, "s_squared": 0.756, "symbols": ["O", "C", "C", "C", "C", "C", "H", "H", "H", "H", "H", "H", "H", "H", "H", "H"], "positions_angstrom": [[-0.44447, -0.01971, 1.75936], [-0.96966, -0.20177, 0.48515], [-2.22635, 0.19757, 0.03675], [0.25147, -0.27665, -0.47738], [0.87843, 1.12209, -0.38320], [1.20180, -1.38091, -0.09560], [-2.74795, 1.08987, 0.40910], [-2.85211, -0.42389, -0.61853], [-0.59805, 0.88239, 1.13248], [-0.13359, -0.41657, -1.50016], [1.28829, 1.26615, 0.63696], [0.12851, 1.92711, -0.48834], [1.70897, 1.27067, -1.09262], [0.79640, -2.38482, -0.02649], [2.11372, -1.40118, -0.69330], [1.60460, -1.25035, 0.91582]]}

> Which formula does entry 5 have?

C5H10O